# 1
Here is a molecular structure, C44H41HoIN7O2PS3 in a non-equilibrium geometry from the Open Molecules 2025 dataset. Energies are from wB97M-V/def2-TZVPD.

Computed properties:
2S+1: 5
Total charge: -1
<S²>: 6.005
Orbital gap: 6.089 eV
E_tot: -5016.80505 a.u.

Structure (XYZ):
```
100
C44H41HoIN7O2PS3, DFT wB97M-V/def2-TZVPD
Ho 0.04 -0.94 -0.01
N 2.02 -0.73 -4.70
C 2.27 -0.54 -3.35
S 2.73 0.97 -2.78
N 2.23 -1.62 -2.63
N 2.35 -1.39 -1.29
C 3.41 -1.80 -0.70
C 4.55 -2.43 -1.49
C 5.14 -1.84 -2.65
C 6.16 -2.56 -3.26
C 6.63 -3.78 -2.75
C 6.10 -4.33 -1.63
C 5.05 -3.62 -0.99
C 3.70 -1.52 0.75
C 4.83 -0.78 1.01
C 5.05 -0.35 2.31
C 4.21 -0.85 3.29
C 3.10 -1.61 2.98
N 2.80 -1.84 1.69
H 2.42 -0.09 -5.33
H 2.10 -1.73 -4.94
H 4.80 -0.88 -2.93
H 6.66 -2.10 -4.07
H 7.39 -4.34 -3.28
H 6.42 -5.23 -1.14
H 4.54 -4.07 -0.12
H 5.45 -0.46 0.19
H 5.90 0.31 2.59
H 4.34 -0.59 4.34
H 2.41 -2.04 3.72
O 1.50 0.73 0.91
C 0.40 1.33 0.92
C 0.25 2.72 1.40
C 1.36 3.51 1.71
C 1.14 4.85 1.93
C -0.11 5.45 1.96
C -1.24 4.68 1.74
C -1.03 3.32 1.45
P -2.48 2.26 1.10
C -3.23 3.20 -0.35
C -3.18 4.53 -0.70
C -3.68 5.03 -1.89
C -4.26 4.16 -2.82
C -4.38 2.81 -2.50
C -3.83 2.36 -1.30
C -3.63 2.65 2.47
C -4.77 3.47 2.28
C -5.73 3.44 3.26
C -5.69 2.57 4.30
C -4.61 1.73 4.46
C -3.52 1.87 3.61
H 2.36 3.09 1.66
H 2.01 5.45 2.14
H -0.22 6.53 2.14
H -2.23 5.09 1.89
H -2.77 5.26 0.01
H -3.61 6.07 -2.15
H -4.60 4.53 -3.75
H -4.79 2.15 -3.23
H -3.85 1.29 -1.03
H -4.88 4.15 1.44
H -6.65 4.02 3.11
H -6.57 2.52 4.93
H -4.60 1.06 5.31
H -2.61 1.30 3.76
N -1.87 -0.96 4.45
C -1.64 -1.11 3.10
O -0.70 -0.58 2.59
C -2.54 -2.05 2.28
C -2.29 -2.00 0.81
H -1.15 -0.50 4.97
H -2.79 -1.16 4.82
H -2.36 -3.10 2.63
H -3.57 -1.88 2.55
H -2.87 -1.19 0.38
H -2.59 -2.93 0.32
C -0.24 -4.87 -0.08
C -0.48 -4.18 -1.40
N -0.53 -2.92 -1.63
C -0.90 -2.62 -2.90
C -1.21 -3.70 -3.66
S -1.00 -5.13 -2.74
C -1.00 -1.18 -3.30
C -1.45 -0.78 -4.51
S -1.37 0.88 -4.60
C -0.70 0.99 -3.04
N -0.63 -0.17 -2.45
C -0.38 2.24 -2.33
H 0.80 -5.21 0.02
H -0.86 -5.78 -0.02
H -0.55 -4.24 0.76
H -1.48 -3.75 -4.71
H -1.88 -1.44 -5.22
H 0.67 2.48 -2.41
H -0.56 2.02 -1.28
H -1.06 3.08 -2.67
I 3.58 -6.00 2.25
C 1.55 -2.45 1.28
H 1.84 -3.25 0.57
H 1.13 -2.95 2.16
```

---

# 2
Here is a molecular structure, C44H42AgAsBrIN4O5P from the Open Molecules 2025 dataset. Energies are from wB97M-V/def2-TZVPD.

Computed properties:
Total charge: -1
Orbital gap: 6.815 eV
E_tot: -7893.01141 a.u.
Energy above the lowest of the compared OMol25 structures with the same formula, charge and spin: 0.0 kJ/mol

Structure (XYZ):
```
100
C44H42AgAsBrIN4O5P, DFT wB97M-V/def2-TZVPD
Ag -0.28 0.17 1.02
C 3.40 0.79 3.83
C 2.10 0.11 3.43
O 2.00 -0.25 2.26
C 1.06 -0.08 4.45
C 1.33 0.38 5.76
C 0.42 0.29 6.79
C -0.84 -0.27 6.52
C -1.15 -0.72 5.27
C -0.23 -0.66 4.16
O -0.60 -1.12 3.04
H 4.02 0.84 2.94
H 3.92 0.23 4.61
H 3.22 1.80 4.20
H 2.29 0.81 5.97
H 0.67 0.65 7.78
H -1.58 -0.34 7.31
H -2.12 -1.15 5.05
C 2.11 -5.22 0.69
N 1.27 -4.98 -0.48
C -0.06 -5.52 -0.21
N -0.68 -5.02 1.02
C 0.23 -5.25 2.13
N 1.57 -4.70 1.94
C 1.54 -3.23 1.94
P 0.48 -2.51 0.60
C 1.19 -3.54 -0.78
C -1.00 -3.59 0.90
H 3.09 -4.77 0.51
H 2.23 -6.30 0.80
H 0.03 -6.61 -0.11
H -0.72 -5.30 -1.05
H 0.33 -6.34 2.26
H -0.20 -4.82 3.04
H 2.55 -2.84 1.82
H 1.16 -2.87 2.89
H 2.20 -3.17 -1.01
H 0.59 -3.39 -1.68
H -1.71 -3.45 0.09
H -1.48 -3.24 1.82
Br -4.80 7.43 -0.10
C -4.08 5.69 -0.39
C -2.85 5.56 -1.01
C -2.33 4.29 -1.22
C -3.02 3.16 -0.79
C -4.25 3.32 -0.16
C -4.80 4.58 0.03
C -2.42 1.79 -1.02
O -1.97 1.60 -2.17
O -2.44 1.00 -0.05
H -2.30 6.44 -1.32
H -1.37 4.17 -1.71
H -4.77 2.44 0.19
H -5.76 4.71 0.51
I 1.64 3.59 1.47
C -0.32 3.36 2.18
C -1.14 4.48 2.25
C -2.43 4.30 2.72
C -2.84 3.03 3.10
C -1.94 1.99 3.00
N -0.69 2.15 2.55
H -0.78 5.45 1.92
H -3.11 5.14 2.76
H -3.84 2.84 3.45
H -2.20 0.98 3.27
O 0.53 1.19 -0.88
As 0.53 0.58 -2.41
C 0.76 1.93 -3.77
C 2.03 2.48 -3.90
C 2.25 3.52 -4.80
C 1.20 3.99 -5.57
C -0.07 3.44 -5.44
C -0.30 2.41 -4.53
C -0.72 -0.73 -3.04
C -0.75 -1.07 -4.39
C -1.61 -2.07 -4.83
C -2.44 -2.72 -3.92
C -2.41 -2.37 -2.58
C -1.55 -1.38 -2.13
C 2.21 -0.41 -2.43
C 2.66 -1.14 -3.53
C 3.83 -1.87 -3.45
C 4.56 -1.88 -2.27
C 4.11 -1.16 -1.17
C 2.94 -0.43 -1.25
H 2.85 2.11 -3.29
H 3.23 3.95 -4.89
H 1.36 4.80 -6.27
H -0.89 3.82 -6.03
H -1.29 2.01 -4.39
H -0.12 -0.56 -5.10
H -1.65 -2.33 -5.88
H -3.11 -3.49 -4.26
H -3.07 -2.86 -1.87
H -1.57 -1.05 -1.10
H 2.08 -1.14 -4.45
H 4.18 -2.43 -4.31
H 5.48 -2.45 -2.21
H 4.67 -1.18 -0.24
H 2.56 0.12 -0.39
```

---

# 3
Here is a molecular structure, C44H42F6N4O2PSZn in a non-equilibrium geometry from the Open Molecules 2025 dataset. Energies are from wB97M-V/def2-TZVPD.

Computed properties:
2S+1: 2
Total charge: -2
<S²>: 0.769
Orbital gap (alpha / beta): 4.203 / 6.587 eV
E_tot: -5189.81735 a.u.

Structure (XYZ):
```
101
C44H42F6N4O2PSZn, DFT wB97M-V/def2-TZVPD
Zn 0.21 0.59 0.24
O -1.57 0.36 0.39
C -2.58 0.54 -0.51
C -2.08 0.95 -1.94
C -1.13 0.00 -2.57
C -1.56 -0.98 -3.42
C -0.67 -1.92 -3.96
C 0.63 -1.94 -3.44
C 1.06 -0.97 -2.57
C 2.29 -1.16 -1.75
C 1.91 -1.87 -0.40
O 1.16 -1.05 0.41
C 1.18 -3.14 -0.83
C -0.21 -3.16 -0.83
C -0.89 -4.25 -1.34
C -0.19 -5.32 -1.87
C 1.19 -5.31 -1.86
C 1.88 -4.23 -1.34
C 3.12 -2.30 0.42
C 2.83 -2.91 1.65
C 3.84 -3.28 2.51
C 5.16 -3.05 2.16
C 5.46 -2.41 0.97
C 4.44 -2.04 0.10
N 0.24 0.13 -2.32
C -3.45 -0.73 -0.60
C -3.13 -1.80 0.23
C -3.85 -2.97 0.19
C -4.94 -3.09 -0.66
C -5.30 -2.01 -1.45
C -4.56 -0.84 -1.42
C -3.51 1.63 0.06
C -3.98 2.74 -0.64
C -4.74 3.71 0.00
C -5.06 3.58 1.34
C -4.60 2.47 2.04
C -3.83 1.52 1.41
H -1.57 1.91 -1.79
H -2.94 1.07 -2.60
H -2.62 -1.05 -3.65
H -1.01 -2.70 -4.62
H 1.29 -2.77 -3.65
H 2.75 -0.21 -1.49
H 3.01 -1.78 -2.29
H -0.73 -2.31 -0.43
H -1.97 -4.23 -1.36
H -0.72 -6.16 -2.29
H 1.75 -6.15 -2.28
H 2.96 -4.22 -1.35
H 1.80 -3.04 1.93
H 3.59 -3.73 3.46
H 5.96 -3.35 2.83
H 6.49 -2.19 0.72
H 4.70 -1.54 -0.82
H -2.29 -1.69 0.90
H -3.58 -3.79 0.84
H -5.49 -4.02 -0.72
H -6.18 -2.09 -2.09
H -4.86 0.00 -2.04
H -3.75 2.87 -1.68
H -5.09 4.57 -0.55
H -5.64 4.34 1.84
H -4.85 2.36 3.09
H -3.43 0.68 1.96
F 0.61 -0.59 3.53
P 1.16 -0.79 5.02
F 1.04 -2.41 4.90
F 1.32 0.83 5.20
F 1.75 -0.98 6.54
F -0.35 -0.71 5.63
F 2.69 -0.87 4.45
N 2.82 0.46 1.72
C 2.16 1.55 2.08
N 0.99 1.89 1.62
C 0.59 3.12 2.04
C -0.63 3.74 1.76
C -0.88 4.99 2.28
C 0.07 5.66 3.06
C 1.29 5.06 3.34
C 1.53 3.80 2.84
S 2.95 2.80 3.05
H 2.18 -0.28 1.28
H 3.53 0.12 2.35
H -1.37 3.22 1.17
H -1.83 5.47 2.07
H -0.15 6.64 3.46
H 2.02 5.55 3.96
C 0.62 3.44 -2.47
C 1.49 2.18 -2.21
C 2.66 2.62 -1.31
C 2.06 1.74 -3.57
N 0.70 1.17 -1.53
H 1.22 4.26 -2.87
H 0.17 3.76 -1.53
H -0.18 3.22 -3.17
H 3.29 3.34 -1.83
H 3.27 1.77 -1.02
H 2.27 3.09 -0.40
H 2.62 2.57 -4.00
H 1.26 1.46 -4.25
H 2.74 0.90 -3.47
```

---

# 4
Here is a molecular structure, C44H42I2N4PdS2 in a non-equilibrium geometry from the Open Molecules 2025 dataset. Energies are from wB97M-V/def2-TZVPD.

Computed properties:
2S+1: 3
Total charge: -2
<S²>: 2.063
Orbital gap (alpha / beta): 5.312 / 4.618 eV
E_tot: -3440.74956 a.u.
Energy above the lowest of the compared OMol25 structures with the same formula, charge and spin: 24.9 kJ/mol

Structure (XYZ):
```
95
C44H42I2N4PdS2, DFT wB97M-V/def2-TZVPD
Pd -0.59 0.17 -0.17
S -0.87 -0.29 2.22
C -2.52 -0.78 2.09
C -3.38 -0.63 3.17
C -4.73 -0.92 3.06
C -5.59 -0.73 4.15
N -6.27 -0.58 5.07
C -5.25 -1.41 1.83
C -4.37 -1.64 0.77
C -3.02 -1.34 0.88
S -1.98 -1.60 -0.47
C -6.62 -1.62 1.65
N -7.75 -1.78 1.48
H -2.99 -0.23 4.10
H -4.76 -2.00 -0.17
C -3.53 2.06 0.62
C -2.35 2.74 1.33
C -2.79 3.38 2.65
C -1.70 3.69 0.35
C -2.26 4.93 0.11
C -1.71 5.79 -0.82
C -0.62 5.38 -1.57
C -0.05 4.13 -1.39
C 0.99 3.68 -2.38
C 2.27 4.53 -2.36
C 0.37 3.70 -3.78
C -0.55 3.29 -0.36
N 0.10 2.10 -0.01
C 1.36 2.17 0.42
C 2.21 1.02 0.58
N 1.81 -0.21 0.38
C 2.65 -1.27 0.71
C 3.12 -2.08 -0.34
C 3.99 -3.12 -0.07
C 4.40 -3.38 1.22
C 3.90 -2.62 2.26
C 3.02 -1.57 2.04
C 2.45 -0.83 3.23
C 3.53 -0.13 4.06
C 1.66 -1.79 4.11
C 2.60 -1.83 -1.73
C 1.42 -2.77 -1.98
C 3.65 -1.96 -2.82
C 3.54 1.51 0.96
C 4.78 0.95 1.14
C 5.85 1.77 1.55
C 5.70 3.12 1.76
C 4.45 3.74 1.53
C 4.14 5.11 1.68
C 2.85 5.54 1.45
C 1.82 4.69 1.04
C 2.10 3.35 0.84
C 3.41 2.91 1.13
H -4.02 1.37 1.31
H -3.17 1.50 -0.26
H -4.26 2.79 0.28
H -1.62 1.97 1.59
H -3.58 4.12 2.50
H -1.94 3.87 3.12
H -3.17 2.62 3.32
H -3.14 5.24 0.65
H -2.14 6.77 -0.99
H -0.22 6.04 -2.32
H 1.28 2.64 -2.17
H 2.04 5.58 -2.53
H 2.93 4.19 -3.15
H 2.79 4.44 -1.41
H 0.07 4.70 -4.07
H -0.50 3.05 -3.82
H 1.09 3.33 -4.51
H 4.37 -3.74 -0.88
H 5.10 -4.19 1.43
H 4.20 -2.85 3.28
H 1.76 -0.06 2.87
H 4.26 -0.85 4.43
H 3.08 0.38 4.90
H 4.06 0.61 3.46
H 2.29 -2.61 4.47
H 0.82 -2.21 3.56
H 1.27 -1.26 4.98
H 2.22 -0.80 -1.76
H 1.74 -3.81 -1.89
H 1.00 -2.62 -2.97
H 0.64 -2.59 -1.23
H 3.98 -2.99 -2.94
H 4.52 -1.34 -2.59
H 3.24 -1.62 -3.77
H 4.96 -0.11 1.00
H 6.82 1.32 1.72
H 6.53 3.73 2.09
H 4.91 5.81 1.97
H 2.62 6.60 1.57
H 0.83 5.10 0.88
I -0.62 0.15 -2.71
I 0.37 0.47 -5.81
```

---

# 5
Here is a molecular structure, C44H43Cl2GeN3O3SV from the Open Molecules 2025 dataset. Energies are from wB97M-V/def2-TZVPD.

Computed properties:
2S+1: 4
Total charge: -2
<S²>: 4.112
Orbital gap (alpha / beta): 4.500 / 4.479 eV
E_tot: -6431.94379 a.u.
Energy above the lowest of the compared OMol25 structures with the same formula, charge and spin: 6.2 kJ/mol

Structure (XYZ):
```
98
C44H43Cl2GeN3O3SV, DFT wB97M-V/def2-TZVPD
V -1.26 0.54 -0.80
N -1.21 1.98 0.81
C -2.03 3.16 0.79
C -2.42 3.64 2.03
C -3.14 4.80 2.19
C -3.46 5.53 1.06
C -3.09 5.05 -0.18
C -2.39 3.85 -0.40
C -2.09 3.41 -1.82
C -2.53 4.23 -2.87
C -2.22 3.96 -4.19
C -1.45 2.84 -4.49
C -1.06 2.01 -3.45
C -1.39 2.22 -2.10
H -0.23 2.22 0.95
H -1.43 1.46 1.66
H -2.11 3.07 2.91
H -3.43 5.15 3.18
H -4.00 6.47 1.13
H -3.36 5.66 -1.03
H -3.15 5.10 -2.69
H -2.59 4.61 -4.98
H -1.16 2.62 -5.51
H -0.47 1.12 -3.69
Cl -1.58 -1.45 1.12
C -3.20 -1.46 1.66
Cl -3.94 0.60 -0.69
H -3.52 -0.59 2.21
H -3.91 -1.97 1.04
O -1.68 -1.12 -2.19
S -2.92 -1.93 -1.90
C -3.95 -1.65 -3.35
C -5.15 -2.32 -3.50
C -5.93 -2.07 -4.62
C -5.51 -1.14 -5.56
C -4.32 -0.45 -5.38
C -3.53 -0.70 -4.26
C -2.39 -3.59 -2.35
C -1.25 -3.76 -3.13
C -0.83 -5.04 -3.45
C -1.53 -6.14 -2.97
C -2.65 -5.97 -2.17
C -3.08 -4.69 -1.85
H -5.49 -3.03 -2.75
H -6.87 -2.59 -4.75
H -6.12 -0.94 -6.43
H -4.00 0.30 -6.09
H -2.61 -0.15 -4.07
H -0.71 -2.88 -3.46
H 0.06 -5.18 -4.05
H -1.20 -7.14 -3.22
H -3.18 -6.83 -1.78
H -3.93 -4.54 -1.20
C 2.69 1.45 -3.26
Ge 2.08 1.45 -1.35
C 1.76 3.36 -0.96
C 3.75 0.96 -0.39
C 0.64 0.26 -1.01
H 3.57 2.09 -3.39
H 1.89 1.83 -3.91
H 2.94 0.44 -3.57
H 2.71 3.86 -0.75
H 1.13 3.48 -0.08
H 1.28 3.84 -1.80
H 4.61 1.56 -0.72
H 3.99 -0.09 -0.56
H 3.63 1.10 0.69
H 1.03 -0.77 -0.97
O 1.29 2.38 2.57
C 1.60 1.21 2.78
N 2.56 0.88 3.74
C 2.88 -0.52 3.66
C 1.77 -0.96 2.63
O 1.61 -2.14 2.33
N 1.11 0.10 2.16
C 2.75 -1.23 5.01
C 2.99 -0.52 6.19
C 2.93 -1.15 7.42
C 2.63 -2.50 7.51
C 2.39 -3.21 6.34
C 2.45 -2.59 5.10
C 4.28 -0.81 3.11
C 4.56 -1.99 2.44
C 5.82 -2.24 1.93
C 6.84 -1.31 2.09
C 6.58 -0.13 2.77
C 5.31 0.11 3.28
H 3.19 1.60 4.05
H 3.20 0.54 6.14
H 3.12 -0.57 8.32
H 2.59 -2.99 8.47
H 2.14 -4.26 6.39
H 2.24 -3.13 4.19
H 3.75 -2.70 2.28
H 6.01 -3.16 1.39
H 7.82 -1.49 1.67
H 7.35 0.62 2.89
H 5.13 1.04 3.80
```

---

Question: Which of these has the lowest E_tot?
Answer: C44H42AgAsBrIN4O5P